Density functional theory data (wB97M-V/def2-TZVPD) for C32H16N9ORuS as an isolated structure at a distorted geometry.

The geometry in XYZ format:
```
60
Properties=species:S:1:pos:R:3:nbo_charge:R:1
Ru 0.338 0.057 0.763 1.031
S 1.543 -1.895 2.709 0.767
O 0.643 -0.608 2.719 -0.850
N -0.804 3.212 0.520 -0.424
N 1.129 1.808 0.222 -0.585
N -0.581 -1.880 0.563 -0.595
N 1.127 -3.526 0.039 -0.564
N 3.358 1.221 -0.518 -0.505
N -1.455 0.886 0.785 -0.460
N 2.217 -1.736 1.051 -0.353
N 2.615 -0.451 0.850 -0.330
N -2.848 -1.084 0.953 -0.433
C 3.072 -3.343 -2.108 -0.112
C 2.442 2.070 -0.173 0.482
C 0.462 3.012 0.305 0.360
C 4.258 -0.817 -2.415 -0.157
C -3.884 3.616 0.620 -0.201
C -1.948 -1.999 0.814 0.388
C -3.113 2.458 0.703 -0.022
C -3.715 1.197 0.830 -0.095
C -2.333 -6.165 0.778 -0.215
C 3.591 5.659 -0.553 -0.218
C 1.401 4.102 0.044 -0.058
C -5.255 3.478 0.673 -0.218
C 4.453 -1.806 -3.355 -0.181
C 2.067 -2.587 0.030 0.490
C -3.499 -5.449 1.063 -0.193
C -1.136 -5.513 0.527 -0.185
C 2.626 3.519 -0.265 -0.057
C 1.247 5.479 0.059 -0.178
C -1.150 -4.129 0.577 -0.054
C -3.506 -4.062 1.104 -0.171
C -0.088 -3.146 0.396 0.480
C 3.485 -1.097 -1.289 -0.090
C 3.860 -3.063 -3.204 -0.201
C 2.905 -2.363 -1.127 -0.090
C -1.693 2.235 0.662 0.293
C 2.363 6.246 -0.242 -0.184
C -2.306 -3.416 0.856 -0.069
C -5.858 2.216 0.800 -0.218
C 3.138 -0.104 -0.293 0.432
C 3.741 4.280 -0.571 -0.178
C -5.102 1.065 0.876 -0.174
C -2.645 0.234 0.863 0.315
H -4.404 -3.502 1.323 0.231
H 2.589 -4.301 -1.981 0.237
H 4.437 6.293 -0.782 0.217
H -6.937 2.153 0.836 0.211
H -5.559 0.089 0.971 0.223
H 4.017 -3.819 -3.961 0.224
H 2.284 7.325 -0.236 0.217
H 0.293 5.928 0.299 0.233
H -0.227 -6.056 0.307 0.227
H -4.415 -5.993 1.256 0.215
H -3.414 4.585 0.521 0.223
H 4.681 0.172 -2.525 0.244
H -2.369 -7.246 0.757 0.215
H -5.885 4.356 0.614 0.211
H 4.686 3.813 -0.812 0.228
H 5.058 -1.607 -4.229 0.225
```

Multiplicity: 2
Kohn-Sham gap (alpha / beta) in eV: 4.39 / 4.69
LUMO level (alpha / beta) in eV: -1.7000 / -1.5015



Density functional theory data (wB97M-V/def2-TZVPD) for C34H34ClGeMnN3P as an isolated structure.

The geometry in XYZ format:
```
75
Properties=species:S:1:pos:R:3:lowdin_spin:R:1
Ge -4.604 -3.570 1.441 0.000
Mn -0.849 -0.819 -0.648 2.981
Cl -1.281 -0.922 1.846 0.045
P -1.387 1.411 -0.308 -0.018
N 6.210 -1.944 0.125 0.000
N 6.062 -0.435 -1.518 0.002
N 1.144 -0.996 -0.586 0.003
C 8.737 -2.128 0.204 0.000
C -0.747 3.348 3.256 0.000
C -2.817 -1.049 -1.236 -0.031
C 3.179 -1.943 0.253 0.000
C -3.447 -4.708 0.454 0.000
C -3.211 1.255 -0.497 -0.001
C -0.700 2.295 4.156 -0.001
C -4.109 -2.942 3.165 0.000
C -1.142 1.802 1.441 -0.009
C -1.459 4.881 -2.464 0.000
C 9.745 -0.655 -1.464 0.000
C 1.894 -0.285 -1.471 0.013
C -4.147 1.809 0.322 0.001
C 5.392 -1.184 -0.675 0.000
C -0.868 0.983 3.721 0.002
C -5.012 0.143 -1.791 -0.002
C -6.353 -3.179 0.808 0.000
C -0.942 2.873 -1.248 0.002
C -1.084 0.772 2.379 0.000
C 9.842 -1.615 -0.425 0.001
C 1.812 -1.824 0.245 0.005
C -3.584 0.317 -1.563 -0.001
C 3.950 -1.175 -0.629 0.004
C 8.533 -0.191 -1.897 0.001
C -0.964 3.103 1.906 -0.002
C 0.838 4.270 -2.066 0.000
C -5.948 0.733 -0.989 0.001
C 7.384 -0.706 -1.274 0.001
C -5.509 1.557 0.057 -0.003
C 0.424 3.133 -1.395 0.000
C 3.256 -0.344 -1.525 -0.001
C -1.885 3.748 -1.785 -0.001
C 7.501 -1.652 -0.245 0.001
C -0.103 5.141 -2.602 -0.001
H -3.105 -3.261 3.432 0.000
H 8.447 0.543 -2.687 0.000
H 0.223 6.027 -3.130 0.000
H -7.031 -3.896 1.286 0.000
H -4.829 -3.352 3.880 0.000
H -2.947 3.566 -1.679 0.000
H -0.525 2.484 5.207 0.000
H 10.654 -0.289 -1.921 0.000
H -7.007 0.595 -1.161 0.000
H 3.815 0.237 -2.245 0.000
H 10.824 -1.954 -0.122 0.000
H -2.188 5.564 -2.880 0.000
H -0.986 3.927 1.203 0.000
H -6.657 -2.179 1.113 0.000
H -3.789 -4.822 -0.572 0.000
H -2.425 -4.329 0.483 0.000
H -3.121 0.640 -2.510 0.000
H -6.255 2.030 0.689 0.000
H -4.185 -1.854 3.202 0.000
H 8.825 -2.858 0.997 0.000
H 1.162 2.462 -0.969 0.000
H -0.605 4.362 3.602 0.000
H -6.424 -3.302 -0.271 0.000
H -0.818 0.156 4.416 0.000
H 1.212 -2.406 0.933 0.001
H -3.865 2.448 1.150 0.000
H -3.454 -5.687 0.946 0.000
H 3.633 -2.635 0.950 0.000
H -2.770 -1.628 -2.165 0.003
H 1.346 0.347 -2.161 0.005
H -5.317 -0.482 -2.624 0.000
H -3.427 -1.648 -0.538 0.000
H 1.894 4.479 -2.174 0.000
H 5.942 -2.593 0.843 0.000
```

Multiplicity: 4
Kohn-Sham gap (alpha / beta) in eV: 3.65 / 3.64
Energy relative to the best compared isomer or geometry (same formula, charge and spin) in kcal/mol: 10.4
Total charge: +3
LUMO level (alpha / beta) in eV: -10.1421 / -10.1515



Density functional theory data (wB97M-V/def2-TZVPD) for C7H13I2NO5P3S2 as an isolated structure at a distorted geometry.

The geometry in XYZ format:
```
33
Properties=species:S:1:pos:R:3:nbo_charge:R:1
I -2.925 2.062 1.020 0.181
I -1.590 0.862 4.083 0.247
S -1.238 2.248 -1.524 0.380
S 3.635 2.593 -0.172 -0.509
P -2.672 -0.573 -2.249 1.346
P 0.190 -2.589 0.196 2.142
P 2.888 0.839 -0.589 0.776
O -1.327 -2.216 0.972 -0.970
O -3.536 -1.306 -0.930 -0.931
O 1.578 -2.471 1.295 -0.956
O -3.763 0.626 -2.963 -0.921
O 0.122 -4.143 -0.232 -1.037
N 0.172 -0.134 -1.346 -0.414
C 1.419 1.055 2.623 -0.715
C -1.102 0.347 -1.677 -0.074
C 1.044 1.097 -1.016 -0.378
C 0.553 -1.600 -1.393 -0.595
C 0.152 2.224 -0.207 -0.361
C -0.187 1.302 2.413 -0.109
C -0.711 1.808 1.117 -0.284
H 0.680 3.287 -0.245 0.330
H 3.159 -0.184 0.384 0.030
H 1.126 1.596 -2.099 0.290
H 1.556 0.728 3.762 0.267
H -1.979 -2.975 0.766 0.549
H 1.711 -1.734 -1.634 0.301
H -0.018 -2.078 -2.326 0.324
H 2.094 1.998 2.477 0.277
H -3.539 -0.727 -0.104 0.512
H 1.632 -3.416 1.672 0.540
H -4.372 0.953 -2.223 0.504
H 1.722 0.121 1.989 0.226
H 3.528 0.402 -1.839 0.033
```

Kohn-Sham gap in eV: 6.33
Total charge: +1
LUMO level in eV: -5.5877



Density functional theory data (wB97M-V/def2-TZVPD) for C4H6O2 as an isolated structure.

The geometry in XYZ format:
```
12
Properties=species:S:1:pos:R:3:nbo_charge:R:1
O 1.061 -0.741 1.109 -0.460
O -1.769 0.275 -0.296 -0.682
C -0.176 -1.176 0.487 -0.194
C -0.988 0.437 0.736 0.229
C 1.016 0.717 -0.899 -0.647
C 0.393 0.240 0.376 0.217
H -0.854 -1.576 1.246 0.236
H 1.869 1.358 -0.652 0.234
H 1.377 -0.132 -1.488 0.233
H 0.294 1.288 -1.485 0.241
H -1.072 -0.781 -0.599 0.386
H -1.373 0.625 1.738 0.207
```

Kohn-Sham gap in eV: 10.33
Energy relative to the best compared isomer or geometry (same formula, charge and spin) in kcal/mol: 145.4
LUMO level in eV: 0.8887



Density functional theory data (wB97M-V/def2-TZVPD) for C6H8MgO3Tl as an isolated structure at a distorted geometry.

The geometry in XYZ format:
```
19
Properties=species:S:1:pos:R:3:nbo_charge:R:1
Tl 1.630 -2.655 -0.151 0.905
Mg 0.678 0.484 -0.631 1.842
O -0.359 -1.386 -0.413 -0.788
O -1.114 1.107 -0.754 -1.028
O 2.228 -0.601 -0.272 -1.105
C -2.754 1.140 1.530 -0.349
C 4.167 0.790 -0.299 -0.481
C -1.578 -1.208 -0.463 0.524
C -3.090 0.406 0.466 -0.238
C 3.535 -0.377 -0.116 0.117
C -2.111 0.184 -0.678 -0.043
H -1.921 1.844 1.509 0.210
H -3.199 0.945 2.507 0.220
H 3.630 1.697 -0.588 0.186
H -4.107 0.027 0.331 0.229
H -2.721 0.084 -1.610 0.211
H 5.243 0.848 -0.145 0.240
H 4.110 -1.261 0.195 0.170
H -2.268 -2.067 -0.416 0.180
```

Kohn-Sham gap in eV: 8.60
Energy relative to the best compared isomer or geometry (same formula, charge and spin) in kcal/mol: 0.0
Total charge: +1
LUMO level in eV: -4.1166



Density functional theory data (wB97M-V/def2-TZVPD) for a 2-piece molecular cluster, BrFS overall at a distorted geometry.

The geometry in XYZ format:
```
3
Properties=species:S:1:pos:R:3:nbo_charge:R:1
Br 0.720 -0.410 -0.294 0.537
S -1.004 -1.479 -0.090 0.046
F 0.284 1.889 0.384 -0.583
```

Kohn-Sham gap (alpha / beta) in eV: 6.19 / 6.19
Energy relative to the best compared isomer or geometry (same formula, charge and spin) in kcal/mol: 60.5
LUMO level (alpha / beta) in eV: -4.0963 / -4.0968



Calculated electronic energy in order - -2290.16051 -5508.72876 -3120.89811 -306.27454 -831.48870 -3071.90577 a.u.